The molecule CH3N2OP at a distorted geometry, computed with the ωB97M-V functional and the def2-TZVPD basis.

Structure (ORCA input):
```
! wB97M-V def2-TZVPD RIJCOSX def2/J DEFGRID3
* xyz 0 1
C -0.83825 -0.09556 -0.41853
N -0.47560 1.22228 -0.02181
N 0.56584 1.60410 0.25121
O 0.38319 -1.00964 -0.46149
P 1.79339 -0.55480 0.14322
H -1.34815 -0.39631 0.44752
H -1.43568 -0.17437 -1.40099
H 1.35525 -0.59570 1.46085
*
```

The HOMO energy (spin up / spin down) is -0.2959 / -0.2961 Eh. As for the molar mass: 90.0 g mol⁻¹. As for the largest force on an atom: 4.04 eV Å⁻¹. For the HOMO-LUMO gap (spin up / spin down), the calculation gives 8.13 / 8.13 eV. The energy above the lowest of the compared OMol25 structures with the same formula, charge and spin comes out at 303.8 kJ/mol. As for the LUMO energy (spin up / spin down): 0.1 / 0.1 eV. For the energy, the calculation gives -15399.1007 eV.

Charges computed using Mulliken, reported in e: C -0.0316; N 0.0692; N -0.3394; O -0.2898; P 0.0955; H 0.2382; H 0.2488; H 0.0090


The molecule CH3N2OP at a distorted geometry, computed with the ωB97M-V functional and the def2-TZVPD basis.

Structure (ORCA input):
```
! wB97M-V def2-TZVPD RIJCOSX def2/J DEFGRID3
* xyz 0 1
C 1.67794 -0.11024 0.47293
N 0.63398 0.49826 0.23226
N -0.54182 0.61803 0.14946
O -1.85852 -1.37228 -0.76356
P -1.96075 -0.05072 -0.18798
H 2.57439 0.38828 0.10005
H 1.71310 -1.03187 1.12339
H -2.23832 1.06054 -1.12654
*
```

The HOMO energy (spin up / spin down) is -0.3151 / -0.3141 Eh. As for the molar mass: 90.0 g mol⁻¹. As for the largest force on an atom: 3.16 eV Å⁻¹. For the HOMO-LUMO gap (spin up / spin down), the calculation gives 7.72 / 7.43 eV. The energy above the lowest of the compared OMol25 structures with the same formula, charge and spin comes out at 365.1 kJ/mol. As for the LUMO energy (spin up / spin down): -0.9 / -1.1 eV. For the energy, the calculation gives -15398.4654 eV.

Charges computed using Mulliken, reported in e: C -0.2526; N 0.3120; N -0.3875; O -0.5145; P 0.2752; H 0.2384; H 0.2377; H 0.0914


A structure of composition CH3N3 at a distorted geometry, computed with the ωB97M-V functional and the def2-TZVPD basis.

Structure (ORCA input):
```
! wB97M-V def2-TZVPD RIJCOSX def2/J DEFGRID3
* xyz 2 1
C 0.06635 0.30420 0.01509
N 2.44725 -0.03947 -0.01017
N 1.38581 -0.06275 -0.04584
N -0.98074 -0.44921 0.06678
H -0.17580 1.63311 -0.25209
H -1.89513 0.03934 0.25079
H -0.84774 -1.42522 -0.02457
*
```

The HOMO energy is -0.9818 Eh. As for the molar mass: 57.1 g mol⁻¹. As for the largest force on an atom: 7.13 eV Å⁻¹. For the HOMO-LUMO gap, the calculation gives 12.11 eV. The energy above the lowest of the compared OMol25 structures with the same formula, charge and spin comes out at 87.9 kJ/mol. As for the LUMO energy: -14.6 eV. For the energy, the calculation gives -5530.5921 eV.

Charges computed using Mulliken, reported in e: C 0.2080; N 0.2020; N 0.4887; N -0.0361; H 0.4422; H 0.3744; H 0.3207


A cluster of 2 separate species, CH3N3O in total at a distorted geometry, computed with the ωB97M-V functional and the def2-TZVPD basis.

Structure (ORCA input):
```
! wB97M-V def2-TZVPD RIJCOSX def2/J DEFGRID3
* xyz 0 1
N 2.67383 -1.00688 -0.12028
N 1.76655 -0.73741 -0.66433
O 0.87117 -0.41369 -1.24504
C -1.09861 0.26731 0.73003
N -0.52326 1.07799 -0.00883
H -2.05260 -0.28988 0.56516
H -0.59667 0.01361 1.60558
H -1.04041 1.08895 -0.86229
*
```

The HOMO energy is -0.3788 Eh. As for the molar mass: 73.1 g mol⁻¹. As for the largest force on an atom: 6.56 eV Å⁻¹. For the HOMO-LUMO gap, the calculation gives 11.39 eV. The energy above the lowest of the compared OMol25 structures with the same formula, charge and spin comes out at 346.5 kJ/mol. As for the LUMO energy: 1.1 eV. For the energy, the calculation gives -7600.0107 eV.

Charges computed using Mulliken, reported in e: N -0.3936; N 0.9023; O -0.5060; C -0.2668; N -0.5036; H 0.2081; H 0.3135; H 0.2461


The molecule CH3N3O at a distorted geometry, computed with the ωB97M-V functional and the def2-TZVPD basis.

Structure (ORCA input):
```
! wB97M-V def2-TZVPD RIJCOSX def2/J DEFGRID3
* xyz 0 1
C -0.63499 1.37756 0.22980
N 1.30218 -1.19827 -0.23408
N 0.16481 0.63499 -0.69735
N 0.21985 -0.65954 -0.53132
O -1.41034 0.88167 1.03491
H 0.99476 -2.11957 0.13416
H 0.01721 2.24657 0.42461
H -0.65348 -1.16341 -0.36073
*
```

The HOMO energy (spin up / spin down) is -0.3498 / -0.3498 Eh. As for the molar mass: 73.1 g mol⁻¹. As for the largest force on an atom: 3.52 eV Å⁻¹. For the HOMO-LUMO gap (spin up / spin down), the calculation gives 8.78 / 8.78 eV. The energy above the lowest of the compared OMol25 structures with the same formula, charge and spin comes out at 399.3 kJ/mol. As for the LUMO energy (spin up / spin down): -0.7 / -0.7 eV. For the energy, the calculation gives -7599.4638 eV.

Charges computed using Mulliken, reported in e: C 0.2569; N -0.4861; N -0.7256; N 0.6580; O -0.5262; H 0.2701; H 0.2948; H 0.2580


The molecule CH3N3O2 at a distorted geometry, computed with the ωB97M-V functional and the def2-TZVPD basis.

Structure (ORCA input):
```
! wB97M-V def2-TZVPD RIJCOSX def2/J DEFGRID3
* xyz 0 1
C 0.43985 -0.83361 0.18350
N 1.04444 0.25302 -0.16073
N 2.19757 0.68607 0.12261
N -1.89137 0.11203 0.18159
O -0.74467 -1.06874 -0.18108
O -1.72480 1.30663 -0.05006
H 0.99966 -1.70714 0.61572
H 2.40237 1.57267 -0.41616
H -2.72303 -0.32094 -0.29541
*
```

The HOMO energy (spin up / spin down) is -0.3065 / -0.3178 Eh. As for the molar mass: 89.1 g mol⁻¹. As for the largest force on an atom: 4.17 eV Å⁻¹. For the HOMO-LUMO gap (spin up / spin down), the calculation gives 6.94 / 7.67 eV. The energy above the lowest of the compared OMol25 structures with the same formula, charge and spin comes out at 734.4 kJ/mol. As for the LUMO energy (spin up / spin down): -1.4 / -1.0 eV. For the energy, the calculation gives -9643.8192 eV.

Charges computed using Mulliken, reported in e: C 0.0635; N 0.1817; N -0.6807; N 0.1861; O -0.3474; O -0.2841; H 0.3627; H 0.2613; H 0.2569


The molecule CH3N3O2 at a distorted geometry, computed with the ωB97M-V functional and the def2-TZVPD basis.

Structure (ORCA input):
```
! wB97M-V def2-TZVPD RIJCOSX def2/J DEFGRID3
* xyz 0 1
C -1.92700 -1.43853 0.02586
N -1.76264 -0.28753 0.07927
N 1.28382 -0.80366 -0.24448
N 0.07662 1.13314 0.27418
O -1.39083 0.95732 0.04275
O 0.64989 0.28745 -0.71035
H 0.64886 -1.40379 0.17069
H 2.05218 -0.61370 0.38306
H 0.36909 2.16930 -0.02099
*
```

The HOMO energy is -0.3801 Eh. As for the molar mass: 89.1 g mol⁻¹. As for the largest force on an atom: 3.26 eV Å⁻¹. For the HOMO-LUMO gap, the calculation gives 10.90 eV. The energy above the lowest of the compared OMol25 structures with the same formula, charge and spin comes out at 881.9 kJ/mol. As for the LUMO energy: 0.6 eV. For the energy, the calculation gives -9642.2914 eV.

Charges computed using Mulliken, reported in e: C -0.1355; N 0.1557; N -0.2919; N -0.1476; O -0.1695; O -0.2077; H 0.2212; H 0.2641; H 0.3111


The molecule CH3N3O2S at a distorted geometry, computed with the ωB97M-V functional and the def2-TZVPD basis.

Structure (ORCA input):
```
! wB97M-V def2-TZVPD RIJCOSX def2/J DEFGRID3
* xyz 0 1
H 0.70313 -1.75272 -1.43834
N 0.47131 -0.80879 -1.21068
C 0.25758 -0.55590 0.03906
S 0.56199 -1.60448 1.45460
N -0.17444 0.70829 0.34891
N -0.65399 1.69858 -0.42537
O -0.87724 1.53820 -1.56067
O -1.01222 2.60761 0.24700
H 1.06780 -2.81048 1.15739
H -0.34392 0.97968 1.38809
*
```

The HOMO energy is -0.3685 Eh. As for the molar mass: 121.1 g mol⁻¹. As for the largest force on an atom: 5.66 eV Å⁻¹. For the HOMO-LUMO gap, the calculation gives 10.19 eV. The energy above the lowest of the compared OMol25 structures with the same formula, charge and spin comes out at 403.5 kJ/mol. As for the LUMO energy: 0.2 eV. For the energy, the calculation gives -20481.3975 eV.

Charges computed using Mulliken, reported in e: H 0.2325; N -0.5670; C 0.6593; S -0.2867; N -0.2517; N 0.9906; O -0.5419; O -0.6714; H 0.1561; H 0.2802


Q: Which formula does entry 5 have?
A: CH3N3O